Entry 1:
Below is a cluster of 9 separate species, C57H56Cl2NO2 in total in a non-equilibrium geometry, with properties calculated with ωB97M-V/def2-TZVPD.

Values from the calculation:
* strongest force on any atom: 0.1875 Eh/bohr
* HOMO energy: -0.3897 Ha
* charge: +1
* energy relative to the best compared isomer or geometry (same formula, charge and spin): 262.5 kcal per mole

Cartesian coordinates (Å):
C (1.9795, -1.2912, -0.1953)
C (0.4569, -0.8464, 0.2806)
Cl (0.3980, 0.3288, 1.7577)
C (-0.7972, -1.3697, -0.3941)
Cl (-0.7487, -2.5582, -1.8470)
C (-2.2229, -0.8521, 0.2473)
C (-2.7209, 0.7114, 0.3282)
N (-4.0434, 1.1305, 0.9751)
C (-4.9455, 0.0727, 1.5732)
C (-4.6414, -1.5584, 1.5630)
C (-3.2123, -2.0229, 0.8799)
C (-2.8512, -3.6404, 0.8951)
O (-1.7572, -4.0774, 1.5431)
O (-3.8133, -4.5416, 0.1829)
H (2.1954, -2.3272, 0.3198)
H (2.7741, -0.5344, 0.2720)
H (2.1366, -1.2815, -1.3549)
H (-2.0016, 1.5253, -0.1470)
H (-4.2487, 2.1704, 0.9904)
H (-5.9659, 0.4045, 2.0889)
H (-5.4110, -2.3342, 2.0385)
H (-4.1769, -3.9330, -0.5524)
C (-0.5827, 2.0596, -3.5918)
C (-0.5476, 0.6735, -3.7410)
C (-0.4356, 0.1108, -5.0121)
C (-0.3486, 0.9353, -6.1342)
C (-0.3798, 2.3215, -5.9846)
C (-0.5013, 2.8841, -4.7143)
H (-0.6735, 2.4978, -2.6013)
H (-0.6085, 0.0313, -2.8660)
H (-0.4150, -0.9693, -5.1286)
H (-0.2563, 0.4970, -7.1244)
H (-0.3104, 2.9639, -6.8591)
H (-0.5312, 3.9639, -4.5986)
C (-3.3801, 2.3810, 6.8313)
C (-4.3730, 1.7607, 7.5890)
C (-5.3615, 1.0046, 6.9598)
C (-5.3513, 0.8606, 5.5721)
C (-4.3562, 1.4778, 4.8147)
C (-3.3731, 2.2416, 5.4432)
H (-2.6119, 2.9730, 7.3218)
H (-4.3769, 1.8673, 8.6709)
H (-6.1389, 0.5269, 7.5499)
H (-6.1187, 0.2673, 5.0819)
H (-4.3474, 1.3641, 3.7334)
H (-2.6012, 2.7268, 4.8524)
C (3.7100, 3.5556, -5.5167)
C (2.9631, 3.2462, -6.6530)
C (2.8100, 4.1918, -7.6666)
C (3.4126, 5.4445, -7.5480)
C (4.1626, 5.7525, -6.4133)
C (4.3080, 4.8101, -5.3955)
H (3.8262, 2.8196, -4.7254)
H (2.4993, 2.2676, -6.7485)
H (2.2224, 3.9529, -8.5488)
H (3.2975, 6.1798, -8.3399)
H (4.6335, 6.7282, -6.3217)
H (4.8877, 5.0523, -4.5092)
C (-0.9303, -2.6070, 10.6685)
C (-1.3027, -3.1606, 9.4440)
C (-1.9155, -2.3656, 8.4759)
C (-2.1471, -1.0133, 8.7289)
C (-1.7712, -0.4588, 9.9521)
C (-1.1669, -1.2561, 10.9238)
H (-0.4558, -3.2277, 11.4241)
H (-1.1160, -4.2128, 9.2443)
H (-2.2117, -2.7988, 7.5244)
H (-2.6202, -0.3924, 7.9727)
H (-1.9503, 0.5954, 10.1485)
H (-0.8792, -0.8250, 11.8787)
C (4.6290, -0.0088, 3.6139)
C (3.7330, -1.0665, 3.4622)
C (4.1654, -2.3796, 3.6452)
C (5.4931, -2.6346, 3.9900)
C (6.3882, -1.5765, 4.1453)
C (5.9579, -0.2640, 3.9532)
H (4.2924, 1.0143, 3.4678)
H (2.6968, -0.8673, 3.2003)
H (3.4686, -3.2040, 3.5204)
H (5.8291, -3.6575, 4.1374)
H (7.4225, -1.7753, 4.4156)
H (6.6569, 0.5597, 4.0689)
C (3.3265, -1.0340, -10.9271)
C (3.6230, -2.1184, -10.1019)
C (3.2620, -2.0900, -8.7551)
C (2.5952, -0.9802, -8.2355)
C (2.2954, 0.1026, -9.0616)
C (2.6646, 0.0781, -10.4063)
H (3.6110, -1.0551, -11.9759)
H (4.1365, -2.9861, -10.5085)
H (3.4991, -2.9323, -8.1109)
H (2.3095, -0.9600, -7.1871)
H (1.7743, 0.9667, -8.6568)
H (2.4358, 0.9242, -11.0483)
C (8.3854, 1.1063, -1.7950)
C (9.0388, 0.3250, -0.8424)
C (8.4171, 0.0409, 0.3731)
C (7.1365, 0.5303, 0.6323)
C (6.4816, 1.3085, -0.3219)
C (7.1072, 1.6004, -1.5337)
H (8.8716, 1.3304, -2.7408)
H (10.0339, -0.0621, -1.0472)
H (8.9292, -0.5623, 1.1179)
H (6.6499, 0.3049, 1.5775)
H (5.4830, 1.6885, -0.1204)
H (6.5988, 2.2112, -2.2745)
C (-8.2214, -1.3165, 0.5276)
C (-9.0187, -0.8932, 1.5905)
C (-10.1389, -1.6363, 1.9620)
C (-10.4562, -2.8091, 1.2763)
C (-9.6566, -3.2343, 0.2157)
C (-8.5418, -2.4863, -0.1618)
H (-7.3504, -0.7354, 0.2361)
H (-8.7674, 0.0170, 2.1292)
H (-10.7638, -1.3026, 2.7860)
H (-11.3263, -3.3908, 1.5688)
H (-9.9032, -4.1492, -0.3175)
H (-7.9222, -2.8150, -0.9916)


Entry 2:
Below is a cluster of 12 separate species, C57H57F9N6O3 in total in a non-equilibrium geometry, with properties calculated with ωB97M-V/def2-TZVPD.

Values from the calculation:
* strongest force on any atom: 0.0699 Eh/bohr
* HOMO energy: -0.3342 Ha

Cartesian coordinates (Å):
F (-1.2897, 3.7966, -2.2387)
C (-2.3274, 2.9486, -2.5348)
C (-2.9286, 2.3203, -1.5124)
C (-3.9712, 1.4367, -1.8150)
C (-4.3206, 1.1210, -3.1339)
C (-3.6645, 1.8291, -4.1442)
C (-2.6987, 2.8169, -3.8267)
H (-2.6605, 2.5738, -0.5100)
H (-4.4415, 0.9428, -0.9929)
H (-5.0557, 0.3770, -3.3416)
H (-3.9913, 1.7460, -5.1426)
H (-2.3023, 3.4813, -4.5905)
F (-3.3311, -0.6578, 1.3966)
C (-4.4852, 0.0068, 1.8354)
C (-4.4837, 1.3767, 1.7394)
C (-5.5567, 2.1571, 2.1028)
C (-6.6846, 1.4309, 2.5906)
C (-6.6296, 0.0578, 2.7510)
C (-5.5334, -0.7039, 2.3236)
H (-3.6229, 1.8243, 1.3056)
H (-5.5261, 3.2324, 2.1045)
H (-7.5936, 1.9502, 2.8761)
H (-7.5551, -0.4212, 3.0172)
H (-5.5703, -1.7851, 2.4221)
F (-1.2199, -5.1179, -2.1971)
C (-1.3192, -3.7856, -2.3895)
C (-1.6530, -2.9603, -1.3527)
C (-1.7240, -1.5984, -1.5393)
C (-1.4448, -1.0556, -2.7835)
C (-1.2036, -1.9227, -3.8560)
C (-1.1427, -3.3338, -3.6647)
H (-1.8293, -3.3665, -0.3688)
H (-2.0775, -0.9875, -0.7321)
H (-1.3532, 0.0377, -2.8865)
H (-0.9474, -1.5341, -4.8445)
H (-1.0373, -4.0998, -4.4152)
F (3.9746, -8.0370, 1.1558)
C (3.1442, -7.0430, 0.8148)
C (3.2286, -5.9042, 1.6083)
C (2.3647, -4.8407, 1.2511)
C (1.7032, -4.9486, 0.0636)
C (1.7445, -6.0423, -0.7421)
C (2.3397, -7.2119, -0.2851)
H (3.9133, -5.8191, 2.4738)
H (2.1785, -4.0091, 1.8656)
H (1.1149, -4.0746, -0.1825)
H (1.1141, -6.0263, -1.6471)
H (2.2643, -8.1832, -0.7638)
F (3.7941, -5.5632, -2.9536)
C (4.2364, -4.4277, -2.4311)
C (3.8250, -3.1876, -2.9143)
C (4.3221, -2.0715, -2.1983)
C (5.1848, -2.2156, -1.1241)
C (5.5469, -3.4717, -0.7274)
C (5.0352, -4.5875, -1.3454)
H (3.1270, -3.1225, -3.7606)
H (4.0382, -1.0960, -2.5205)
H (5.5541, -1.3532, -0.6153)
H (6.2320, -3.6199, 0.1153)
H (5.2853, -5.5456, -0.9970)
F (-3.3930, 7.2827, 1.2733)
C (-2.1323, 6.9241, 1.1153)
C (-1.8797, 5.6053, 0.8154)
C (-0.5265, 5.2529, 0.7888)
C (0.4519, 6.1910, 0.8565)
C (0.1338, 7.5268, 1.0894)
C (-1.1774, 7.8757, 1.3388)
H (-2.7211, 4.8846, 0.7705)
H (-0.2484, 4.2432, 0.5417)
H (1.4796, 5.9052, 0.6530)
H (0.9420, 8.2484, 1.2005)
H (-1.4611, 8.8961, 1.4903)
F (-4.2585, -3.5204, 1.9767)
C (-3.0899, -3.6018, 2.6273)
C (-2.1522, -4.4548, 2.1326)
C (-0.8932, -4.5999, 2.8393)
C (-0.6615, -3.8371, 3.9629)
C (-1.6530, -2.9987, 4.4787)
C (-2.8718, -2.9023, 3.7728)
H (-2.3324, -5.0329, 1.2490)
H (-0.1496, -5.3042, 2.4894)
H (0.2696, -3.8888, 4.5305)
H (-1.6215, -2.3924, 5.3949)
H (-3.5954, -2.2217, 4.1510)
F (-1.1529, 1.7788, 1.2567)
C (-0.3184, 0.7711, 0.9683)
C (-0.4305, -0.3439, 1.7405)
C (0.4031, -1.3824, 1.3182)
C (1.3675, -1.1908, 0.2940)
C (1.4576, 0.0298, -0.3834)
C (0.5224, 1.0252, -0.1383)
H (-1.0645, -0.3964, 2.6369)
H (0.4263, -2.3291, 1.8898)
H (1.9472, -2.0620, 0.0157)
H (2.1770, 0.1218, -1.2150)
H (0.5073, 1.9746, -0.6242)
F (2.8314, 2.1235, -7.5620)
C (2.2255, 2.0840, -6.3522)
C (1.4385, 3.1838, -5.9668)
C (1.0071, 3.2123, -4.6732)
C (1.1846, 2.1012, -3.8689)
C (1.8193, 0.9767, -4.3088)
C (2.4299, 0.9288, -5.5681)
H (1.3718, 3.9567, -6.7163)
H (0.4026, 4.0420, -4.2687)
H (0.8329, 2.1298, -2.8445)
H (1.9251, 0.0652, -3.6836)
H (3.0340, 0.0570, -5.8527)
N (-0.4256, 0.3871, 5.3917)
C (-1.7513, 0.5943, 5.1873)
N (-1.9600, 1.6056, 4.2904)
O (-2.6686, -0.0785, 5.6712)
H (-0.0981, -0.4466, 5.7720)
H (0.2149, 0.8794, 4.7825)
H (-2.9641, 1.8045, 4.2532)
H (-1.1887, 2.0428, 3.8038)
N (3.0258, 1.9477, 3.1114)
C (2.0053, 2.8902, 3.2219)
N (2.4441, 4.2042, 3.3333)
O (0.7853, 2.6238, 3.2387)
H (2.6306, 1.0303, 2.8548)
H (3.8127, 2.2276, 2.5475)
H (1.7813, 4.8314, 3.7092)
H (3.4205, 4.3265, 3.5989)
N (3.5339, 2.9115, -0.6291)
C (4.6090, 2.1239, -0.7005)
N (5.3599, 2.6209, -1.6886)
O (4.9098, 1.2191, 0.0071)
H (2.7820, 2.4535, -0.0825)
H (3.3428, 3.3585, -1.5175)
H (5.2315, 3.5787, -1.9438)
H (6.2745, 2.1931, -1.6366)


Entry 3:
Below is a structure of composition C57H59CsN10O3P3SSi in a non-equilibrium geometry, with properties calculated with ωB97M-V/def2-TZVPD.

Values from the calculation:
* strongest force on any atom: 0.0318 Eh/bohr
* HOMO energy: -0.1145 Ha
* charge: -1
* energy relative to the best compared isomer or geometry (same formula, charge and spin): 20.5 kcal per mole

Cartesian coordinates (Å):
Cs (-0.8135, -0.2562, 0.7463)
C (2.5670, 3.9937, -3.2002)
Si (1.6395, 2.9266, -1.8865)
C (2.8436, 1.4003, -1.8508)
C (3.6450, 0.9038, -2.8811)
C (4.7080, 0.0427, -2.6381)
C (4.9696, -0.3773, -1.3390)
C (4.1879, 0.0918, -0.2913)
C (3.1554, 0.9996, -0.5351)
P (2.2099, 1.8722, 0.8054)
C (3.2374, 3.3736, 1.0436)
C (2.6512, 4.4609, 1.6910)
C (3.3785, 5.6109, 1.9472)
C (4.7070, 5.6975, 1.5486)
C (5.2981, 4.6237, 0.9008)
C (4.5705, 3.4665, 0.6557)
C (2.8217, 0.9214, 2.3122)
C (3.6620, 1.4231, 3.3061)
C (3.8573, 0.7330, 4.4983)
C (3.2148, -0.4730, 4.7315)
C (2.3731, -0.9932, 3.7538)
C (2.1886, -0.2987, 2.5709)
C (-0.0345, 2.6614, -2.8403)
C (-0.7812, 3.8536, -2.7688)
C (-2.0599, 3.9816, -3.2714)
C (-2.6788, 2.8865, -3.8643)
C (-1.9824, 1.6985, -3.9565)
C (-0.6754, 1.5794, -3.4695)
P (0.2448, 0.0248, -3.7236)
C (0.9759, 0.2858, -5.3866)
C (1.5367, -0.8095, -6.0481)
C (2.2114, -0.6459, -7.2469)
C (2.3507, 0.6209, -7.8003)
C (1.8018, 1.7151, -7.1498)
C (1.1155, 1.5502, -5.9535)
C (-1.0264, -1.2470, -4.0764)
C (-1.6963, -1.4318, -5.2874)
C (-2.6834, -2.3976, -5.3992)
C (-3.0194, -3.1858, -4.3029)
C (-2.3458, -3.0268, -3.1036)
C (-1.3441, -2.0705, -2.9981)
H (2.7469, 3.4694, -4.1458)
H (3.5375, 4.2985, -2.7982)
H (2.0054, 4.9032, -3.4251)
H (3.4618, 1.2295, -3.8998)
H (5.3420, -0.2844, -3.4569)
H (5.8099, -1.0325, -1.1328)
H (4.4255, -0.2057, 0.7228)
H (1.6078, 4.4026, 1.9797)
H (2.9068, 6.4457, 2.4509)
H (5.2747, 6.6001, 1.7386)
H (6.3320, 4.6843, 0.5822)
H (5.0419, 2.6346, 0.1469)
H (4.1660, 2.3698, 3.1605)
H (4.5107, 1.1525, 5.2545)
H (3.3551, -0.9965, 5.6692)
H (1.8375, -1.9220, 3.9167)
H (1.5043, -0.7060, 1.8381)
H (-0.3365, 4.7047, -2.2599)
H (-2.5868, 4.9245, -3.1789)
H (-3.6908, 2.9577, -4.2437)
H (-2.4628, 0.8475, -4.4202)
H (1.4359, -1.8020, -5.6206)
H (2.6327, -1.5081, -7.7498)
H (2.8840, 0.7518, -8.7336)
H (1.9067, 2.7072, -7.5716)
H (0.6935, 2.4115, -5.4511)
H (-1.4420, -0.8164, -6.1429)
H (-3.2014, -2.5315, -6.3412)
H (-3.8061, -3.9252, -4.3896)
H (-2.6018, -3.6360, -2.2451)
H (-0.7652, -1.9783, -2.0821)
N (-5.1377, -7.3277, 2.2150)
C (-4.8371, -5.9575, 2.2667)
C (-5.8502, -5.0183, 2.4433)
C (-5.5580, -3.6640, 2.4442)
C (-4.2541, -3.2374, 2.2788)
C (-3.2346, -4.1626, 2.1001)
C (-3.5256, -5.5155, 2.0899)
S (-3.8439, -1.5089, 2.2788)
O (-2.7188, -1.3891, 3.1949)
O (-5.0405, -0.7813, 2.6406)
N (-3.2785, -1.1178, 0.8513)
C (-4.0938, -1.0916, -0.2301)
N (-3.6408, -0.3375, -1.2608)
C (-4.3883, -0.2932, -2.3466)
C (-5.5925, -0.9748, -2.4670)
C (-5.9598, -1.7322, -1.3678)
N (-5.2349, -1.8093, -0.2633)
H (-5.9765, -7.5792, 2.7142)
H (-4.3676, -7.9230, 2.4768)
H (-6.8737, -5.3537, 2.5709)
H (-6.3369, -2.9228, 2.5630)
H (-2.2152, -3.8164, 1.9774)
H (-2.7313, -6.2400, 1.9466)
H (-4.0045, 0.3147, -3.1623)
H (-6.1945, -0.9232, -3.3624)
H (-6.8787, -2.3137, -1.3733)
C (4.1478, -4.0830, -0.6402)
N (2.9085, -3.4544, -0.2678)
C (2.1999, -3.7365, 0.9560)
C (0.8859, -2.9854, 0.7149)
O (0.0047, -2.8470, 1.5416)
N (0.8995, -2.4430, -0.5350)
C (2.0876, -2.7324, -1.0610)
N (2.4302, -2.3347, -2.2893)
H (4.8209, -4.0909, 0.2175)
H (4.6363, -3.5178, -1.4311)
H (3.9988, -5.1123, -0.9826)
H (2.7149, -3.3308, 1.8299)
H (2.0206, -4.8052, 1.1008)
H (1.8575, -1.5540, -2.6253)
H (3.4134, -2.2128, -2.4781)
C (-2.4706, 1.6416, 6.5264)
N (-2.8112, 2.5666, 5.4508)
C (-1.8502, 3.6645, 5.4674)
N (-0.4522, 3.2490, 5.3821)
C (-0.1923, 2.2954, 6.4573)
N (-1.0964, 1.1485, 6.4805)
C (-0.8890, 0.2882, 5.3098)
P (-1.1863, 1.1310, 3.6806)
C (-2.8216, 1.8819, 4.1519)
C (-0.1681, 2.6439, 4.0737)
H (-3.1535, 0.7907, 6.4899)
H (-2.6088, 2.1656, 7.4778)
H (-1.9805, 4.2108, 6.4071)
H (-2.0698, 4.3409, 4.6380)
H (-0.2976, 2.8258, 7.4092)
H (0.8355, 1.9347, 6.3678)
H (-1.5570, -0.5738, 5.3641)
H (0.1383, -0.0863, 5.3252)
H (-3.5773, 1.0935, 4.1560)
H (-3.1142, 2.5985, 3.3788)
H (-0.3355, 3.3937, 3.2937)
H (0.8927, 2.3753, 4.0294)


Number 1: DFT total energy -90629.1811 eV. Number 2: DFT total energy -99575.7681 eV. Number 3: DFT total energy -128240.4987 eV.